(1)
Here is a cluster of 2 separate species, CH5OS in total in a non-equilibrium geometry from OMol25. Energies are from the ωB97M-V functional and the def2-TZVPD basis.

Structure (XYZ):
```
8
Properties=species:S:1:pos:R:3:forces:R:3:nbo_charge:R:1
O 0.4748 -0.5933 -0.3368 0.02 -0.73 -0.26 -0.82
C 1.1468 0.1862 0.6114 -0.42 0.40 -1.23 -0.24
H 1.7202 -0.4271 1.3077 -0.17 -0.05 0.33 0.14
H -2.5333 -0.2209 -1.8545 -0.02 0.04 0.53 0.10
H 1.8656 0.7977 0.0451 0.14 0.18 0.36 0.14
S -2.5946 -0.1567 -0.4931 -0.09 0.03 -0.49 -0.99
H 0.4407 0.8653 1.0935 0.16 -0.02 0.44 0.17
H -0.5202 -0.4511 -0.3732 0.37 0.16 0.32 0.50
```
Positions in Å, forces in eV/Å.

Output
Total energy in Eh: -514.54939
Frontier orbital gap in Eh: 0.264
LUMO energy in eV: 4.258
F_max in Eh/bohr: 0.0264
Net charge: -1

***

(2)
Here is a structure of composition C6H9Li3O8 in a non-equilibrium geometry from OMol25. Energies are from the ωB97M-V functional and the def2-TZVPD basis.

Structure (XYZ):
```
26
Properties=species:S:1:pos:R:3:forces:R:3:nbo_charge:R:1
C 0.4500 -1.1846 -2.0475 -0.42 1.28 -2.03 0.39
O 1.1625 0.5454 -0.4365 -0.01 -1.04 1.73 -0.89
H -0.8663 0.2926 2.4068 -0.08 -0.29 0.53 0.40
H -4.0496 -0.3368 3.3426 0.07 -0.02 -0.02 0.51
Li 0.7980 -1.2750 0.6714 0.26 0.85 -1.34 0.91
O 0.8077 1.9560 -4.7582 -0.36 -1.63 -0.12 -0.61
C 0.0589 -1.3604 -3.4072 0.34 -0.80 3.62 -0.50
H 3.0623 0.0920 2.0560 0.22 -0.22 -0.38 0.50
H 1.4027 2.2130 -2.2644 -0.25 0.36 -0.34 0.20
O 0.0320 -0.6856 -5.5736 -0.08 1.17 0.60 -0.59
O -3.3474 -0.9519 3.0931 -0.12 -0.17 -0.63 -0.99
Li 0.6904 1.4313 1.7904 0.09 -0.88 -1.24 0.95
C 0.1776 -0.3675 -4.3807 0.42 -0.86 -1.82 0.41
H -0.8720 1.2988 3.8978 0.07 0.02 0.22 0.48
C 0.9068 1.3176 -2.6030 0.02 -3.24 2.32 -0.49
O 2.3505 -0.5328 1.8775 -0.19 0.07 0.82 -0.95
O -0.0829 1.8256 3.7331 0.01 0.18 -0.01 -0.98
O 0.4996 -2.0876 -1.1598 -0.15 0.00 1.33 -0.84
O -0.4681 -0.1268 1.6476 -1.08 -0.14 0.29 -1.34
C 0.6539 1.0125 -3.9438 0.21 3.34 -1.75 0.40
Li -2.1864 -0.8422 1.4249 0.68 0.21 -0.31 0.96
C 0.8545 0.2750 -1.6409 0.09 1.74 -1.53 0.38
H -3.8143 -1.7682 2.8590 -0.06 0.01 0.40 0.50
H -0.2356 -2.3585 -3.7007 0.03 -0.03 -0.18 0.21
H 2.1482 -0.9247 2.7384 0.18 0.06 -0.02 0.48
H -0.1328 2.5426 4.3777 0.15 0.04 -0.14 0.50
```
Positions in Å, forces in eV/Å.

Output
Total energy in Eh: -858.63728
Frontier orbital gap in Eh: 0.124
LUMO energy in eV: -2.052
F_max in Eh/bohr: 0.0775